Entry from OMol25: a cluster of 3 separate species, C8H20N2O2S in total (ωB97M-V with the def2-TZVPD basis set).

The geometry in ORCA input format:
```
! RIJCOSX wB97M-V def2-TZVPD def2/J DEFGRID3
* xyz 0 1
C -0.34261 0.95824 -2.03799
C 1.24352 -0.53517 -3.08140
C 3.56619 -1.30694 -0.53026
C 1.36667 -2.37243 -0.57552
C -2.78494 -0.79096 1.86352
C 0.86745 0.13224 -2.00133
C 2.05447 -1.07271 -0.20501
C -3.21271 0.44397 2.54254
N -2.83575 2.25205 1.04084
N 1.58856 0.11616 -0.74191
O -1.06275 3.75292 2.23137
O -0.43987 1.57396 1.27056
S -1.28534 2.68215 0.96696
H -0.84272 1.20334 -2.98958
H -1.12310 0.62753 -1.18587
H -0.05161 1.95619 -1.57534
H 2.15220 -1.17622 -3.17241
H -0.36518 3.51624 2.85471
H 0.60277 -0.53521 -4.01219
H 3.78219 -2.39220 -0.44565
H 3.91495 -0.91962 -1.49754
H 4.31539 -0.81297 0.31233
H 2.07839 -3.17551 -0.51400
H 0.97579 -2.28024 -1.60139
H 0.49306 -2.53825 0.01000
H -2.55567 -0.69019 0.81628
H -3.44112 -1.63765 2.02403
H -1.76107 -1.16186 2.36011
H -4.27183 0.55309 2.72045
H 2.11070 -1.00141 0.85021
H -2.48052 0.93082 3.12543
H -3.43473 2.98896 1.27782
H 1.17922 0.71167 -0.09976
*
```

As for the calculated total energy: -26525.2626 eV. For the relative energy (zero: lowest compared OMol25 entry of this formula, charge and spin), the calculation gives 126.8 kcal/mol. Its HOMO energy (spin up / spin down) is -7.8 / -7.8 eV. As for the max |F|: 4.316 eV/A. Its LUMO energy (spin up / spin down) is -1.2 / -1.2 eV. The value obtained for the frontier orbital gap (spin up / spin down) is 6.55 / 6.58 eV.

---

Entry from OMol25: a cluster of 3 separate species, C8H20N2OP in total (ωB97M-V with the def2-TZVPD basis set).

The geometry in ORCA input format:
```
! RIJCOSX wB97M-V def2-TZVPD def2/J DEFGRID3
* xyz 1 1
C 1.59879 3.09222 -1.92091
C 0.47594 2.99599 -0.98590
C -3.03167 0.65883 2.44313
C 0.76800 2.94268 0.55725
C -1.56342 0.32414 2.35752
C -0.92341 1.58572 1.84934
C 0.06650 1.69641 0.99635
C 0.39995 -1.53029 -1.41600
N -0.15396 -2.77461 -1.51274
N 0.89155 -5.21318 -1.28684
O 0.89417 1.88953 -1.68271
P 1.84112 -1.19382 -0.42719
H 1.23744 3.49144 -2.94269
H 2.69365 3.14956 -1.54471
H -0.44256 3.45458 -1.33423
H -3.08836 1.62784 2.81526
H -3.62978 0.67163 1.47743
H -3.46731 -0.04002 3.18057
H 0.12754 3.75799 1.02551
H 1.85247 2.94374 0.84535
H -1.11489 0.09753 3.32405
H -1.37525 -0.55909 1.67105
H -1.39101 2.54002 2.15322
H -0.08261 -0.65068 -2.05823
H 0.62430 0.80500 0.62909
H 0.25849 -3.56150 -1.06717
H -1.06067 -2.93388 -1.88385
H 0.76179 -5.69726 -0.31978
H 0.17009 -5.80128 -1.85885
H 1.78891 -5.51525 -1.41177
H 2.66608 -2.28318 -0.89297
H 2.20812 0.02919 -0.77862
*
```

As for the calculated total energy: -22926.0077 eV. For the relative energy (zero: lowest compared OMol25 entry of this formula, charge and spin), the calculation gives 69.5 kcal/mol. Its HOMO energy is -11.9 eV. As for the max |F|: 5.885 eV/A. Its LUMO energy is -4.6 eV. The value obtained for the frontier orbital gap is 7.34 eV.

---

Entry from OMol25: a cluster of 2 separate species, C8H20N2P in total (ωB97M-V with the def2-TZVPD basis set).

The geometry in ORCA input format:
```
! RIJCOSX wB97M-V def2-TZVPD def2/J DEFGRID3
* xyz 1 1
C 3.51860 -0.73555 0.03488
C 3.22171 0.79998 0.28198
C 2.55092 0.00150 -0.74661
C -3.38198 -0.29168 1.09109
C -0.51019 1.99643 -1.20747
C -2.49337 -1.50610 1.12209
C -1.31452 -1.32807 2.00242
C 0.08739 -0.40131 -0.56796
N 2.60624 0.19198 -2.12132
N -0.64408 0.57505 -1.40986
P 0.12631 -0.21049 1.31862
H 4.38237 -0.89113 -0.48273
H 3.35680 -1.48252 0.91627
H 2.78339 0.92305 1.28409
H 3.95300 1.60461 0.13484
H -3.86662 -0.11685 2.08096
H -2.80534 0.70830 0.90733
H -4.12013 -0.28211 0.35598
H -1.38415 2.43991 -0.92089
H 0.09372 2.33712 -0.43916
H -0.01922 2.49833 -2.03559
H -3.05474 -2.33379 1.63186
H -2.28931 -1.81318 0.14342
H -1.69832 -0.95160 2.93548
H -0.89628 -2.26452 2.23362
H -0.13260 -1.47098 -0.93543
H 2.42807 -0.73362 -2.53899
H 2.18203 1.04785 -2.42032
H -0.45687 0.30827 -2.45763
H -1.73129 0.36954 -1.44131
H -0.49157 1.01157 1.25035
*
```

As for the calculated total energy: -20877.1088 eV. For the relative energy (zero: lowest compared OMol25 entry of this formula, charge and spin), the calculation gives 99.3 kcal/mol. Its HOMO energy (spin up / spin down) is -11.1 / -11.1 eV. As for the max |F|: 4.796 eV/A. Its LUMO energy (spin up / spin down) is -3.5 / -3.5 eV. The value obtained for the frontier orbital gap (spin up / spin down) is 7.60 / 7.60 eV.